102
Properties=species:S:1:pos:R:3 method="wB97M-V/def2-TZVPD" lumo_energy_ev=0.7 de_lowest_kcal_mol=485.8 total_energy_ev=-47160.649 multiplicity=1 homo_energy_ha=-0.2935
C 2.6712 -4.4167 1.2336
C 2.1194 -5.7895 0.8106
C 2.6442 -7.0717 1.6152
O 4.0418 -7.3359 1.5699
C 4.2228 -8.1574 0.3858
N 0.6942 -5.6714 0.9538
H 2.4257 -4.2072 2.2747
H 2.2237 -3.6394 0.6143
H 3.7587 -4.4733 1.2810
H 2.2238 -5.9391 -0.2640
H 2.0328 -7.9246 1.3205
H 2.3107 -6.7928 2.6148
H 3.8748 -7.7064 -0.5435
H 3.8342 -9.1689 0.5038
H 5.2977 -8.2153 0.2151
H 0.2021 -6.3992 0.4556
H 0.3878 -5.6995 1.9157
C 4.7187 -0.7317 2.1186
C 4.6742 0.0451 0.7502
C 6.0661 0.6015 0.2804
O 6.5022 1.5819 1.1926
C 7.7955 2.0318 0.7565
N 4.0458 -0.8016 -0.2575
H 5.2143 -0.1003 2.8560
H 5.2582 -1.6773 2.1721
H 3.6878 -0.8999 2.4303
H 4.1140 0.9725 0.8691
H 5.8612 0.9450 -0.7335
H 6.7202 -0.2697 0.2420
H 8.4645 1.1717 0.7856
H 8.0381 2.9020 1.3663
H 7.7195 2.4554 -0.2449
H 4.3169 -0.4187 -1.1520
H 3.0759 -0.5824 -0.0803
C -6.7627 1.6204 -0.9625
C -6.1021 2.6987 -0.1130
C -5.2957 2.2118 1.1461
O -4.0006 1.5904 1.0433
C -3.4805 1.4249 2.4059
N -5.2459 3.6444 -0.9146
H -6.0860 0.7710 -0.8689
H -6.9996 1.7600 -2.0172
H -7.6802 1.2624 -0.4954
H -6.9291 3.1989 0.3910
H -5.9797 1.6561 1.7875
H -5.1479 3.1758 1.6328
H -3.2744 2.3543 2.9367
H -2.5248 0.9157 2.2811
H -4.0497 0.8175 3.1096
H -4.7131 3.0593 -1.5422
H -4.5696 4.0416 -0.2783
C -0.7700 0.6631 -1.9470
C -0.1060 0.1658 -3.2387
C -1.0359 0.4171 -4.4679
O -2.1016 -0.4689 -4.5624
C -1.8190 -1.7908 -5.0670
N 1.1798 0.8614 -3.2170
H -0.6595 1.7343 -1.7786
H -0.3103 0.1501 -1.1022
H -1.8007 0.3191 -1.8606
H 0.0844 -0.9068 -3.2023
H -0.4644 0.3670 -5.3947
H -1.5531 1.3664 -4.3282
H -1.1544 -1.8252 -5.9303
H -2.7297 -2.3110 -5.3637
H -1.2212 -2.4210 -4.4085
H 0.9458 1.8406 -3.2986
H 1.4544 0.8006 -2.2469
C -1.6853 0.2752 1.4552
C -0.2575 0.2581 1.1848
C 0.3285 -1.1425 0.9677
O 1.7554 -1.0483 1.0171
C 2.3971 -2.1853 1.5627
N 0.0520 1.2901 0.1234
H -2.0440 -0.3169 2.2972
H -2.2789 0.2525 0.5413
H -1.8628 1.2462 1.9176
H 0.1059 0.5048 2.1824
H 0.0398 -1.3830 -0.0555
H -0.1067 -1.9039 1.6149
H 3.4599 -1.9454 1.5953
H 2.3365 -3.0552 0.9086
H 2.0796 -2.3148 2.5973
H 0.0772 2.2411 0.4625
H 0.9828 1.0300 -0.1698
C -1.7953 3.0464 -1.0917
C -1.4913 3.8059 0.1464
C -2.2845 5.1518 0.0748
O -3.6374 4.9446 0.4556
C -4.6192 5.9974 0.5372
N -1.9473 3.0726 1.3108
H -2.8740 2.9315 -1.1981
H -1.4542 2.0209 -1.2335
H -1.3974 3.4380 -2.0279
H -0.4055 3.9002 0.1293
H -2.1250 5.6638 -0.8741
H -1.9693 5.8921 0.8102
H -4.7580 6.3897 -0.4703
H -4.3696 6.8340 1.1897
H -5.5986 5.6168 0.8272
H -2.2448 2.1293 1.1067
H -2.7436 3.5800 1.6692